Entry 1:
The following is a DFT calculation (wB97M-V/def2-TZVPD) of C6H8 as an isolated structure at a distorted geometry.

Cartesian coordinates (Å):
C: 2.187 0.121 0.127
C: 0.844 0.154 -0.064
C: -0.022 -1.054 -0.328
C: -1.447 -0.557 0.239
C: -1.338 0.980 -0.068
C: -0.016 1.326 -0.214
H: 2.767 0.980 0.400
H: 2.790 -0.800 0.109
H: 0.351 -2.058 0.204
H: -0.218 -1.412 -1.516
H: -1.478 -0.581 1.643
H: -2.490 -1.194 -0.211
H: -2.195 1.716 -0.106
H: 0.267 2.381 -0.215

Atomic forces in eV per Å
C -0.9 -0.7 0.2
C 1.8 -0.4 -1.3
C -1.6 -3.1 -0.4
C -1.6 -0.4 1.7
C 0.7 -0.4 -0.2
C -2.5 0.1 1.2
H 0.0 0.6 -0.2
H -0.7 0.3 0.1
H -0.8 2.4 -1.1
H 0.8 1.5 3.1
H 0.0 -0.3 -4.4
H 3.3 2.1 1.5
H 1.1 -1.1 0.1
H 0.3 -0.5 -0.3

The HOMO energy is -8.39 eV. As for the orbital gap: 9.18 eV. Its energy above the lowest of the compared OMol25 structures with the same formula, charge and spin is 2.521 eV.

***

Entry 2:
The following is a DFT calculation (wB97M-V/def2-TZVPD) of the molecule C3H5NO2 at a distorted geometry.

Cartesian coordinates (Å):
C: -1.978 -0.530 0.159
C: 1.261 0.953 -0.126
C: 2.058 -0.234 0.036
H: -2.104 -1.278 0.969
H: -2.444 0.542 0.306
H: -2.774 -0.764 -0.717
H: 1.765 2.015 0.014
H: 3.036 -0.052 0.111
N: -0.021 0.998 -0.008
O: -0.526 -0.219 -0.639
O: 1.728 -1.431 -0.105

Atomic forces in eV per Å
C -1.8 2.9 -4.4
C -0.6 3.3 1.5
C -3.0 -4.6 -2.7
H 1.2 0.7 -0.5
H 1.6 -2.0 0.7
H 2.4 -0.4 1.6
H -0.9 -2.4 0.0
H 4.3 0.9 1.0
N -0.3 -1.7 -2.4
O -3.2 0.5 4.3
O 0.4 2.8 0.8

The HOMO energy is -9.47 eV. As for the orbital gap: 8.84 eV. As for the structure (SMILES): CO/N=C\C=O. Its energy above the lowest of the compared OMol25 structures with the same formula, charge and spin is 6.049 eV.

***

Entry 3:
The following is a DFT calculation (wB97M-V/def2-TZVPD) of C3H8N4O as an isolated structure at a distorted geometry.

Cartesian coordinates (Å):
C: 0.610 0.621 1.314
C: 0.282 -0.391 0.214
C: -1.908 0.203 -0.588
H: 1.941 0.949 1.533
H: 0.086 0.078 2.152
H: 0.133 1.634 1.129
H: 2.885 -0.857 -1.387
H: 1.988 1.108 -1.122
H: -0.487 -2.594 0.291
H: -3.048 -0.240 -1.105
H: -2.026 2.128 -0.891
N: 1.067 -0.937 -0.707
N: 2.464 -0.291 -0.535
N: -0.929 -0.882 -0.257
N: -1.476 1.369 -0.469
O: -1.583 -1.897 0.428

Atomic forces in eV per Å
C 2.0 0.6 0.6
C 3.5 -0.8 -2.9
C -1.1 -3.3 -1.1
H -4.5 -1.8 -0.7
H 0.9 1.2 0.0
H 0.4 -1.6 0.2
H -0.5 2.2 1.7
H 2.0 -4.3 1.4
H -5.3 2.0 0.9
H 3.6 1.3 1.8
H -0.1 -0.7 0.3
N 2.1 3.2 3.4
N -2.4 1.0 -4.3
N -6.0 3.9 -0.9
N -0.5 1.2 -0.8
O 5.7 -4.1 0.3

The HOMO energy is -8.61 eV. As for the orbital gap: 8.62 eV. Its energy above the lowest of the compared OMol25 structures with the same formula, charge and spin is 11.749 eV.

***

Entry 4:
The following is a DFT calculation (wB97M-V/def2-TZVPD) of C28H33HgN6S as an isolated structure.

Cartesian coordinates (Å):
Hg: 1.018 0.391 -0.700
C: -1.097 4.590 -1.465
C: -0.708 3.146 -1.385
N: 0.465 2.734 -1.093
N: 1.441 3.632 -0.832
C: 2.653 3.135 -0.841
N: 3.645 4.018 -0.571
S: 3.184 1.508 -1.188
C: -1.713 2.096 -1.678
C: -3.057 2.415 -1.848
C: -3.960 1.406 -2.141
C: -3.501 0.108 -2.268
C: -2.148 -0.127 -2.080
N: -1.280 0.834 -1.789
H: -0.212 5.210 -1.365
H: -1.791 4.845 -0.660
H: -1.590 4.809 -2.414
H: 3.376 4.932 -0.249
H: 4.563 3.669 -0.366
H: -3.392 3.437 -1.748
H: -5.010 1.637 -2.271
H: -4.166 -0.710 -2.507
H: -1.735 -1.123 -2.175
C: 2.825 0.931 2.826
C: 1.461 1.496 3.107
C: 1.285 2.538 4.012
C: 0.027 3.059 4.266
C: -1.079 2.538 3.611
C: -0.940 1.497 2.702
C: -2.128 0.917 1.986
C: 0.336 0.974 2.459
N: 0.466 -0.033 1.481
C: 0.538 -1.320 1.781
C: 0.533 -1.807 3.207
C: 0.599 -2.268 0.730
C: 0.743 -3.726 1.075
N: 0.582 -1.839 -0.539
C: 0.373 -2.725 -1.611
C: -0.835 -3.439 -1.722
C: -1.916 -3.332 -0.677
C: -1.040 -4.251 -2.833
C: -0.080 -4.368 -3.823
C: 1.105 -3.659 -3.707
C: 1.347 -2.835 -2.616
C: 2.642 -2.078 -2.513
H: 3.597 1.549 3.285
H: 3.016 0.880 1.753
H: 2.929 -0.082 3.222
H: 2.152 2.946 4.518
H: -0.093 3.872 4.971
H: -2.065 2.944 3.804
H: -3.034 1.475 2.225
H: -2.287 -0.129 2.259
H: -1.979 0.935 0.904
H: 0.384 -0.983 3.902
H: 1.477 -2.297 3.459
H: -0.259 -2.540 3.372
H: 1.612 -3.883 1.718
H: 0.872 -4.332 0.181
H: -0.125 -4.105 1.620
H: -1.886 -2.372 -0.161
H: -1.816 -4.112 0.080
H: -2.898 -3.452 -1.136
H: -1.975 -4.794 -2.918
H: -0.254 -5.005 -4.681
H: 1.864 -3.747 -4.475
H: 3.370 -2.469 -3.223
H: 3.064 -2.144 -1.509
H: 2.506 -1.016 -2.734

Atomic forces in eV per Å
Hg 0.1 -0.1 -0.1
C 0.0 0.0 0.0
C 0.1 0.1 0.0
N -0.1 0.0 0.0
N 0.0 0.1 0.0
C 0.0 -0.1 0.1
N 0.0 0.0 0.0
S 0.0 0.1 0.0
C -0.1 -0.1 0.0
C 0.0 0.0 0.0
C 0.0 0.0 0.0
C 0.0 0.0 0.0
C 0.0 0.0 0.0
N -0.1 0.0 0.0
H 0.0 0.0 0.0
H 0.0 0.0 0.0
H 0.0 0.0 0.0
H 0.0 0.0 0.0
H 0.0 0.0 0.0
H 0.0 0.0 0.0
H 0.0 0.0 0.0
H 0.0 0.0 0.0
H 0.0 0.0 0.0
C 0.0 0.0 0.0
C 0.0 0.0 0.0
C 0.0 0.0 0.0
C 0.0 0.0 0.0
C 0.0 0.0 0.0
C 0.0 0.0 0.0
C 0.0 0.0 0.0
C 0.0 0.1 0.0
N 0.0 0.1 0.1
C 0.0 0.0 0.1
C 0.0 0.0 0.0
C 0.0 -0.1 0.0
C 0.0 0.0 0.0
N 0.0 0.0 0.0
C -0.1 0.0 0.0
C 0.0 0.0 0.0
C 0.0 0.0 0.0
C 0.0 0.0 0.0
C 0.0 0.0 0.0
C 0.0 0.0 0.0
C 0.0 0.0 0.0
C 0.0 0.0 0.0
H 0.0 0.0 0.0
H 0.0 0.0 0.0
H 0.0 0.0 0.0
H 0.0 0.0 0.0
H 0.0 0.0 0.0
H 0.0 0.0 0.0
H 0.0 0.0 0.0
H 0.0 0.0 0.0
H 0.0 0.0 0.0
H 0.0 0.0 0.0
H 0.0 0.0 0.0
H 0.0 0.0 0.0
H 0.0 0.0 0.0
H 0.0 0.0 0.0
H 0.0 0.0 0.0
H 0.0 0.0 0.0
H 0.0 0.0 0.0
H 0.0 0.0 0.0
H 0.0 0.0 0.0
H 0.0 0.0 0.0
H 0.0 0.0 0.0
H 0.0 0.0 0.0
H 0.0 0.0 0.0
H 0.0 0.0 0.0

The HOMO energy (alpha / beta) is -6.01 / -7.70 eV. Its expectation value of S² is 0.759. Its spin multiplicity is 2. As for the orbital gap (alpha / beta): 6.04 / 7.73 eV. Its energy above the lowest of the compared OMol25 structures with the same formula, charge and spin is 0.016 eV.

***

Entry 5:
The following is a DFT calculation (wB97M-V/def2-TZVPD) of the molecule C5H7NO.

Cartesian coordinates (Å):
O: 0.267 1.320 1.474
C: 0.643 1.029 0.200
C: 1.521 -0.133 -0.153
C: 0.567 -1.271 0.022
C: -0.773 -1.109 -0.264
C: -1.306 0.120 -0.659
N: -0.461 1.223 -0.597
H: 2.348 -0.217 0.561
H: 1.939 0.006 -1.156
H: 0.890 -2.142 0.589
H: -1.461 -1.933 -0.104
H: -0.659 0.952 1.495
H: -2.291 0.256 -1.087
H: -0.909 2.114 -0.418

Atomic forces in eV per Å
O -0.1 -0.3 0.5
C 0.5 0.6 -0.1
C -0.1 0.1 0.3
C -0.2 -0.4 0.1
C 0.0 -0.1 0.0
C 0.1 -0.2 -0.4
N -0.6 0.1 -0.6
H -0.1 0.0 -0.2
H -0.1 -0.1 0.1
H -0.1 0.1 -0.1
H 0.1 0.1 -0.2
H 0.7 0.4 0.6
H 0.1 -0.1 0.0
H -0.1 -0.2 -0.1

The HOMO energy (alpha / beta) is -7.30 / -6.91 eV. As for the orbital gap (alpha / beta): 7.56 / 7.63 eV. Its energy above the lowest of the compared OMol25 structures with the same formula, charge and spin is 3.391 eV.

***

Entry 6:
The following is a DFT calculation (wB97M-V/def2-TZVPD) of C21H21Br2CuNO3SSi as an isolated structure.

Cartesian coordinates (Å):
Cu: 0.292 -0.469 0.257
O: 0.042 -0.719 4.326
C: -0.177 -1.104 3.166
O: 0.455 -0.652 2.155
C: -1.121 -2.296 3.004
C: -1.368 -3.001 4.190
C: -2.179 -4.121 4.246
C: -2.777 -4.562 3.065
C: -2.558 -3.878 1.886
C: -1.739 -2.723 1.801
S: -1.638 -1.956 0.228
H: -0.892 -2.617 5.082
H: -2.344 -4.637 5.185
H: -3.413 -5.443 3.066
H: -3.024 -4.216 0.966
C: -1.158 1.997 2.588
C: -1.433 2.342 1.153
C: -2.205 3.483 0.808
C: -2.454 3.775 -0.492
C: -1.957 2.936 -1.512
C: -2.144 3.140 -2.904
Br: -3.133 4.649 -3.545
C: -1.625 2.271 -3.814
C: -0.898 1.151 -3.391
Br: -0.206 -0.030 -4.705
C: -0.665 0.844 -2.041
O: -0.028 -0.173 -1.653
C: -1.209 1.813 -1.085
N: -0.956 1.555 0.225
H: -1.308 2.864 3.236
H: -0.153 1.600 2.713
H: -1.830 1.202 2.919
H: -2.587 4.121 1.596
H: -3.034 4.649 -0.759
H: -1.770 2.440 -4.872
C: 2.828 1.221 -2.621
Si: 3.136 -0.259 -1.500
C: 5.035 -0.413 -1.447
C: 2.597 -1.821 -2.392
C: 2.358 -0.057 0.102
H: 3.072 0.992 -3.667
H: 3.446 2.069 -2.299
H: 1.777 1.532 -2.585
H: 5.442 -0.547 -2.461
H: 5.336 -1.280 -0.844
H: 5.499 0.479 -1.005
H: 2.921 -1.819 -3.441
H: 1.505 -1.913 -2.363
H: 3.032 -2.700 -1.900
H: 2.417 0.983 0.458
H: 2.794 -0.701 0.876

Atomic forces in eV per Å
Cu 0.3 -0.5 0.1
O -0.2 0.3 -0.1
C 0.6 -0.6 0.1
O -0.2 0.1 0.7
C -0.2 0.0 -0.1
C 0.0 0.0 -0.1
C 0.0 0.0 -0.1
C 0.1 0.1 0.0
C 0.1 0.1 0.0
C 0.0 -0.1 0.2
S 0.2 0.1 0.2
H 0.0 0.0 0.0
H 0.0 0.0 0.0
H 0.0 0.0 0.0
H 0.0 0.0 0.0
C -0.1 0.1 0.0
C -0.1 0.2 0.2
C 0.1 -0.1 0.5
C -0.1 0.1 -0.3
C 0.1 -0.1 0.0
C -0.1 0.1 0.3
Br 0.0 0.0 0.0
C 0.2 -0.3 -0.1
C -0.2 0.2 -0.1
Br 0.0 0.0 0.0
C -0.1 0.2 0.1
O -0.1 0.1 -0.5
C -0.1 0.0 0.0
N 0.0 0.0 -0.6
H 0.0 0.0 0.0
H 0.0 0.0 0.0
H 0.0 0.0 0.0
H 0.0 0.0 0.0
H 0.0 0.0 0.0
H 0.0 0.0 0.0
C -0.1 0.2 -0.2
Si 0.1 -0.1 -0.5
C 0.2 0.0 0.0
C -0.1 -0.2 -0.1
C -0.5 0.1 0.8
H 0.0 0.1 0.1
H -0.1 0.0 -0.1
H 0.2 0.0 0.0
H 0.0 0.0 0.2
H 0.0 0.1 -0.1
H -0.1 -0.1 -0.1
H 0.0 0.0 0.1
H 0.2 0.0 0.0
H -0.1 0.0 -0.1
H 0.0 -0.1 0.0
H -0.1 0.1 0.0

The HOMO energy (alpha / beta) is -1.31 / -1.31 eV. Its expectation value of S² is 0.754. The net charge is -2. Its spin multiplicity is 2. As for the orbital gap (alpha / beta): 5.24 / 5.23 eV.

***

Entry 7:
The following is a DFT calculation (wB97M-V/def2-TZVPD) of a 2-piece molecular cluster, CH4N3PS overall at a distorted geometry.

Cartesian coordinates (Å):
C: 2.458 -1.761 0.701
N: 2.945 -0.895 0.174
N: -0.587 0.649 -1.445
N: -0.523 0.821 1.189
P: -0.765 -0.310 -0.059
S: -2.546 -1.063 0.024
H: -0.689 0.109 -2.349
H: 0.394 0.821 -1.656
H: 0.418 1.102 1.349
H: -1.106 0.526 2.072

Atomic forces in eV per Å
C -3.4 -4.1 2.5
N 2.2 4.7 -2.8
N 1.6 -2.0 -1.7
N -2.1 -2.5 0.6
P -2.3 2.4 0.8
S 1.5 -0.5 0.0
H -1.1 0.2 1.3
H 0.7 0.9 0.9
H 1.0 0.2 0.5
H 1.9 0.7 -2.2

The HOMO energy (alpha / beta) is -8.91 / -8.85 eV. As for the orbital gap (alpha / beta): 4.97 / 4.88 eV. Its energy above the lowest of the compared OMol25 structures with the same formula, charge and spin is 4.082 eV.

***

Entry 8:
The following is a DFT calculation (wB97M-V/def2-TZVPD) of the molecule CH2S3 at a distorted geometry.

Cartesian coordinates (Å):
C: 0.909 -0.362 0.884
S: -0.098 2.384 -0.102
S: 1.074 -1.452 -0.338
S: -0.557 0.701 0.843
H: -0.049 -1.307 -1.130
H: -1.279 0.036 -0.157

Atomic forces in eV per Å
C -0.2 0.3 -0.6
S 0.3 -0.1 0.2
S -0.3 0.4 0.4
S -0.2 -0.8 -0.7
H 0.2 0.0 0.1
H 0.3 0.2 0.6

The HOMO energy is -8.59 eV. As for the orbital gap: 7.14 eV. As for the structure (SMILES): S=[SH]#CS. Its energy above the lowest of the compared OMol25 structures with the same formula, charge and spin is 3.580 eV.